The following is a DFT calculation (ωB97M-V/def2-TZVPD) of a cluster of 2 separate species, C4H9NO in total in a non-equilibrium geometry.

Last column: Mulliken charge in e.
Cartesian coordinates (Å):
C 0.50 -1.30 0.83  -1.429
C 0.23 0.00 0.15  0.860
C 0.97 0.14 -1.22  -0.955
N -0.10 0.96 0.94  -0.686
H 1.57 -1.47 0.93  0.348
H 0.14 -2.11 0.26  0.390
H 0.13 -1.32 1.80  0.385
H 0.62 1.07 -1.70  0.345
H 0.65 -0.82 -1.73  0.266
H 2.02 -0.09 -0.77  0.272
H 0.01 1.86 0.59  0.220
C -3.21 -0.21 0.03  -0.181
O -2.89 0.37 -0.99  -0.414
H -3.10 0.28 0.93  0.320
H -3.65 -1.20 -0.10  0.258

Calculated values
SMILES string ... CC(C)=N.C=O
Energy above the lowest of the compared OMol25 structures with the same formula, charge and spin ... 289.7 kJ/mol
Electronic energy ... -7829.31716 eV
Lowest unoccupied orbital energy ... 0.88 eV

The following is a DFT calculation (ωB97M-V/def2-TZVPD) of a structure of composition C4H14N2O in a non-equilibrium geometry.

Last column: Mulliken charge in e.
Cartesian coordinates (Å):
N -1.77 -1.64 1.08  -0.483
C -2.11 -0.72 2.14  -0.268
O -1.02 -0.03 2.62  -0.279
H -2.44 -1.67 0.32  0.254
H -1.66 -2.58 1.43  0.250
H -2.90 -0.05 1.75  0.346
H -2.54 -1.27 2.98  0.377
C 0.54 0.52 -0.41  -0.688
C 1.71 0.48 -1.42  -0.230
C 1.22 0.96 -2.80  -1.188
N 0.91 0.27 0.99  -0.475
H 0.08 1.51 -0.49  0.343
H -0.26 -0.16 -0.69  0.291
H 2.12 -0.52 -1.44  0.324
H 2.48 1.17 -1.05  0.312
H 0.64 0.22 -3.36  0.327
H 0.53 1.79 -2.65  0.339
H 2.10 1.19 -3.39  0.343
H 1.23 -0.67 1.19  0.350
H 1.37 1.01 1.51  0.354
H -0.21 0.18 1.70  0.401

Calculated values
Charge ... +1
Multiplicity ... 2
Energy above the lowest of the compared OMol25 structures with the same formula, charge and spin ... 84.9 kJ/mol
Electronic energy ... -9393.69014 eV
⟨S²⟩ ... 0.7546
Lowest unoccupied orbital energy (spin up / spin down) ... -2.83 / -7.94 eV

The following is a DFT calculation (ωB97M-V/def2-TZVPD) of the molecule C4H4O3 in a non-equilibrium geometry.

Last column: Mulliken charge in e.
Cartesian coordinates (Å):
O 0.18 0.56 -2.09  -0.451
C 0.13 0.92 -0.94  -0.298
C -0.17 -0.08 0.11  0.342
C -1.27 -0.99 -0.21  -0.174
O -1.71 -1.79 0.58  -0.509
C 0.62 -0.20 1.19  0.027
O 1.79 0.43 1.08  -0.477
H 0.06 2.01 -0.66  0.419
H -1.66 -0.86 -1.24  0.327
H 0.35 -0.75 2.10  0.406
H 1.66 0.76 0.08  0.388

Calculated values
SMILES string ... O=CC(C=O)=CO
Energy above the lowest of the compared OMol25 structures with the same formula, charge and spin ... 224.9 kJ/mol
Electronic energy ... -10352.88148 eV
Lowest unoccupied orbital energy ... -0.64 eV